Arrangement w

16
Properties=species:S:1:pos:R:3 method="wB97M-V/def2-TZVPD" homo_lumo_gap_ev="10.70 / 5.63" spin_multiplicity=2 s2=0.756 total_charge=+1 e_homo_ev="-15.246 / -15.213"
C -0.27 0.89 -0.28
C 0.39 -0.50 -0.35
C 0.65 -1.03 -1.73
O -0.48 -1.51 0.33
C -0.12 1.51 1.13
N -0.57 0.67 2.11
O 0.45 2.56 1.40
H -1.33 0.85 -0.59
H 0.15 1.56 -1.07
H 1.40 -0.54 0.35
H 0.12 -0.45 -2.56
H 0.31 -2.12 -1.82
H 1.75 -1.11 -1.85
H -1.36 -1.28 -0.03
H -0.91 -0.22 1.94
H -0.15 0.73 3.01

=====

Arrangement x

16
Properties=species:S:1:pos:R:3 method="wB97M-V/def2-TZVPD" homo_lumo_gap_ev="11.19 / 6.74" spin_multiplicity=2 s2=0.762 total_charge=+1 e_homo_ev="-15.363 / -15.188"
C 0.38 2.07 1.38
C 1.01 0.73 1.10
N 0.88 0.16 -0.21
C -0.35 -0.12 -0.84
C -0.46 -1.63 -1.23
O -1.76 -2.07 -1.03
O 1.39 -0.06 1.91
H 0.06 2.53 0.45
H 1.07 2.70 1.93
H -0.47 1.83 2.04
H 1.65 -0.47 -0.45
H -0.39 0.46 -1.76
H -1.18 0.20 -0.20
H -0.24 -1.75 -2.29
H 0.28 -2.26 -0.70
H -1.88 -2.31 -0.10

=====

The data favor arrangement x; the next most stable structure lies 12.3 kcal/mol above it.

=====

Arrangement w

21
Properties=species:S:1:pos:R:3 method="wB97M-V/def2-TZVPD" homo_lumo_gap_ev=8.73 spin_multiplicity=1 smiles="C/C=C/C.O.O.O" total_charge=0 e_homo_ev=-8.249
C 1.25 -0.45 -2.72
C 0.03 0.32 -2.24
C 0.13 1.36 -1.42
C -0.70 2.63 -1.41
H 1.18 -0.62 -3.79
H 2.12 0.15 -2.47
H 1.33 -1.42 -2.25
H -0.91 -0.03 -2.66
H 0.85 1.29 -0.63
H -0.19 3.44 -0.90
H -1.08 2.83 -2.41
H -1.56 2.42 -0.77
H 1.56 -0.18 1.48
H 0.45 -1.08 1.88
O 0.94 -0.81 1.09
H 0.71 1.40 5.18
H -0.03 1.23 3.81
O 0.59 0.83 4.42
H -1.39 -3.68 0.08
H -2.44 -2.59 0.28
O -2.06 -3.36 0.71

=====

Arrangement x

21
Properties=species:S:1:pos:R:3 method="wB97M-V/def2-TZVPD" homo_lumo_gap_ev=10.60 spin_multiplicity=1 smiles=CCCCO.O.O total_charge=0 e_homo_ev=-10.377
C 1.60 1.19 1.71
O 0.25 1.53 1.46
C 2.53 1.27 0.48
C 1.84 0.85 -0.83
C 2.10 -0.61 -1.24
H 1.92 1.93 2.45
H 1.75 0.22 2.18
H -0.30 0.74 1.37
H 3.35 0.60 0.73
H 2.96 2.26 0.36
H 2.12 1.52 -1.65
H 0.77 1.01 -0.73
H 3.09 -0.71 -1.67
H 1.34 -0.92 -1.96
H 2.00 -1.25 -0.37
H -4.18 -3.54 -0.58
H -4.52 -2.40 -1.56
O -3.99 -3.21 -1.47
H -4.14 -0.31 0.24
H -5.41 0.15 0.93
O -5.10 -0.33 0.15

=====

Arrangement y

21
Properties=species:S:1:pos:R:3 method="wB97M-V/def2-TZVPD" homo_lumo_gap_ev=9.17 spin_multiplicity=1 smiles="C/C=C/C.O.O.O" total_charge=0 e_homo_ev=-8.923
C 1.75 2.50 -0.30
C 1.57 1.16 0.35
C 1.64 0.01 -0.34
C 1.69 -1.31 0.38
H 0.86 2.96 -0.76
H 2.15 3.26 0.37
H 2.30 2.28 -1.22
H 1.24 1.12 1.39
H 1.72 0.11 -1.42
H 2.16 -1.14 1.35
H 0.75 -1.84 0.42
H 2.37 -2.03 -0.09
H -1.66 1.63 -0.42
H -1.45 1.14 -1.82
O -1.69 1.91 -1.32
H -1.24 -1.57 2.83
H -2.52 -1.35 2.04
O -1.57 -1.40 1.95
H -3.27 -1.71 -0.99
H -3.19 -3.25 -1.00
O -3.60 -2.49 -1.42

=====

The data favor arrangement x; the next most stable structure lies 13.1 kcal/mol above it.

=====

Arrangement w

21
Properties=species:S:1:pos:R:3 method="wB97M-V/def2-TZVPD" homo_lumo_gap_ev=9.53 spin_multiplicity=1 smiles="C=C(C)C.O.O.O" total_charge=0 e_homo_ev=-8.853
C -0.08 1.76 1.26
C 1.18 1.46 0.51
C 1.88 0.36 0.84
C 1.37 2.06 -0.86
H 0.04 2.80 1.55
H -0.37 1.19 2.14
H -0.97 1.78 0.61
H 2.97 0.39 0.88
H 1.42 -0.41 1.45
H 1.75 3.09 -0.94
H 0.68 1.71 -1.62
H 2.34 1.61 -1.14
H 0.04 -2.14 0.01
H 0.88 -3.31 -0.45
O 0.05 -3.11 0.00
H -1.00 0.29 -0.92
H -1.92 -0.92 -0.86
O -1.10 -0.60 -1.28
H -3.74 -3.00 -0.55
H -2.33 -2.76 -0.18
O -3.12 -2.27 -0.44

=====

Arrangement x

21
Properties=species:S:1:pos:R:3 method="wB97M-V/def2-TZVPD" homo_lumo_gap_ev=10.71 spin_multiplicity=1 smiles=CCO.CCO.O total_charge=0 e_homo_ev=-9.999
O 0.28 0.47 -1.97
H -0.40 1.14 -1.93
H -0.20 -0.36 -1.91
C 1.31 4.04 2.43
C 1.35 2.64 1.84
O 0.59 2.63 0.64
H 0.30 4.34 2.72
H 1.73 4.76 1.74
H 1.92 4.06 3.34
H 0.93 1.91 2.54
H 2.39 2.36 1.65
H 0.99 2.00 0.03
C -1.68 -4.11 -1.49
C -0.66 -2.99 -1.29
O -1.25 -1.75 -0.92
H -1.39 -4.79 -2.29
H -2.66 -3.68 -1.72
H -1.79 -4.70 -0.57
H -0.11 -2.81 -2.21
H 0.07 -3.30 -0.54
H -1.72 -1.86 -0.08

=====

Arrangement y

21
Properties=species:S:1:pos:R:3 method="wB97M-V/def2-TZVPD" homo_lumo_gap_ev=9.67 spin_multiplicity=1 smiles="C=C(C)C.O.O.O" total_charge=0 e_homo_ev=-9.382
C -1.22 1.24 -0.06
C -2.53 1.43 0.74
C -3.26 0.46 1.29
C -2.94 2.85 0.86
H -0.46 0.72 0.57
H -0.89 2.17 -0.70
H -1.60 0.69 -0.95
H -4.33 0.41 1.72
H -2.95 -0.66 1.40
H -2.20 3.58 1.35
H -3.84 2.84 1.54
H -3.23 3.17 -0.17
H 5.52 -2.37 -2.62
H 5.43 -1.85 -3.91
O 4.94 -2.50 -3.40
H 1.87 -1.58 -2.06
H 1.12 -2.78 -1.52
O 1.77 -2.45 -2.16
H 1.54 -0.52 2.51
H 0.81 0.75 3.07
O 1.17 -0.10 3.42

=====

Arrangement z

21
Properties=species:S:1:pos:R:3 method="wB97M-V/def2-TZVPD" homo_lumo_gap_ev=8.84 spin_multiplicity=1 smiles="C=C(C)C.O.O.O" total_charge=0 e_homo_ev=-8.493
C -2.01 -1.34 -0.59
C -1.43 -0.34 -1.56
C -1.98 0.88 -1.62
C -0.35 -0.68 -2.50
H -2.74 -1.81 -1.28
H -2.60 -0.84 0.15
H -1.36 -2.20 -0.53
H -1.82 1.52 -2.48
H -2.65 1.13 -0.78
H -0.87 -0.67 -3.49
H 0.41 -1.46 -2.54
H 0.28 0.19 -2.78
H 0.10 1.87 1.90
H 1.01 3.00 1.89
O 0.99 2.07 1.60
H 1.34 -0.57 0.80
H 2.12 -0.73 -0.54
O 1.37 -1.04 -0.04
H 1.69 -0.04 4.18
H 1.81 0.31 2.67
O 2.31 0.11 3.47

=====

The data favor arrangement x; the next most stable structure lies 25.9 kcal/mol above it.

=====

Arrangement w

11
Properties=species:S:1:pos:R:3 method="wB97M-V/def2-TZVPD" homo_lumo_gap_ev=9.01 spin_multiplicity=1 smiles="NCC=[NH2+]" total_charge=+1 e_homo_ev=-14.033
C 0.62 -0.28 -0.48
C -0.72 0.38 0.04
N -1.88 -0.11 0.22
N 1.89 0.01 0.22
H 0.72 -1.42 -0.61
H 0.46 0.36 -1.43
H -0.69 1.38 0.29
H -2.59 0.58 0.48
H -2.00 -1.16 0.10
H 1.93 0.85 0.78
H 2.68 -0.08 -0.37

=====

Arrangement x

11
Properties=species:S:1:pos:R:3 method="wB97M-V/def2-TZVPD" homo_lumo_gap_ev=8.23 spin_multiplicity=1 total_charge=+1 e_homo_ev=-12.674
C 0.43 0.71 0.24
C 0.19 -0.11 -0.82
N -0.06 -1.53 -0.62
N -0.44 1.24 1.16
H 1.39 1.21 0.35
H 0.39 0.07 -1.82
H -0.26 -1.69 0.36
H 0.76 -2.11 -0.97
H -0.88 -1.90 -1.23
H -1.46 1.16 1.06
H -0.12 1.69 1.98

=====

The data favor arrangement w; the next most stable structure lies 16.8 kcal/mol above it.

=====

Arrangement w

11
Properties=species:S:1:pos:R:3 method="wB97M-V/def2-TZVPD" homo_lumo_gap_ev=6.43 spin_multiplicity=1 total_charge=+1 e_homo_ev=-15.261
C 1.49 -0.65 0.68
N -0.93 1.18 -0.80
C -0.88 0.01 0.17
N 0.24 -0.82 -0.12
H 1.46 -1.22 1.64
H 1.77 0.50 0.82
H 2.30 -1.00 0.00
H 0.08 1.28 -1.25
H -1.72 1.68 -1.29
H -1.78 -0.60 0.30
H -0.96 0.63 1.18

=====

Arrangement x

11
Properties=species:S:1:pos:R:3 method="wB97M-V/def2-TZVPD" homo_lumo_gap_ev=8.81 spin_multiplicity=1 total_charge=+1 e_homo_ev=-14.255
C -1.99 -0.42 0.36
C -0.71 0.22 0.15
N 2.47 -0.30 -0.08
N -1.66 0.89 -0.36
H -2.14 -1.31 -0.23
H -2.55 -0.38 1.28
H 0.44 0.10 0.05
H 2.19 0.68 -0.03
H 3.17 -0.39 -0.88
H -2.08 1.57 -1.04
H 2.86 -0.66 0.79

=====

Arrangement y

11
Properties=species:S:1:pos:R:3 method="wB97M-V/def2-TZVPD" homo_lumo_gap_ev=6.63 spin_multiplicity=1 total_charge=+1 e_homo_ev=-15.489
C 0.95 0.35 1.24
N -0.27 0.61 0.65
C -0.83 -0.35 -0.22
N -0.32 -0.21 -1.57
H 1.21 1.07 2.01
H 1.69 0.44 0.41
H 1.14 -0.67 1.61
H -1.91 -0.10 -0.18
H -0.72 -1.38 0.14
H -1.02 -0.45 -2.27
H 0.08 0.68 -1.81

=====

The data favor arrangement x; the next most stable structure lies 34.0 kcal/mol above it.

=====

Arrangement w

11
Properties=species:S:1:pos:R:3 method="wB97M-V/def2-TZVPD" homo_lumo_gap_ev=9.57 spin_multiplicity=1 smiles="N/C=C/[NH3+]" total_charge=+1 e_homo_ev=-13.217
C -0.45 -0.23 -0.43
C 0.56 0.34 0.27
N 1.16 1.46 -0.16
N -1.13 -1.41 0.20
H -0.94 0.18 -1.30
H 0.96 -0.12 1.17
H 2.01 1.84 0.24
H 0.73 1.89 -0.96
H -1.65 -2.03 -0.43
H -1.82 -1.08 0.88
H -0.39 -1.98 0.62

=====

Arrangement x

11
Properties=species:S:1:pos:R:3 method="wB97M-V/def2-TZVPD" homo_lumo_gap_ev=11.44 spin_multiplicity=1 smiles="CC(N)=[NH2+]" total_charge=+1 e_homo_ev=-16.044
C 0.16 0.10 -0.04
C -0.14 -1.21 -0.21
N 1.18 0.73 -0.39
N -1.04 1.05 0.54
H -0.37 -1.83 0.71
H -1.05 -1.36 -0.73
H 0.61 -1.88 -0.83
H 1.95 0.37 -1.01
H 0.94 1.75 -0.45
H -1.53 0.47 1.23
H -0.72 1.81 1.17

=====

The data favor arrangement w; the next most stable structure lies 15.4 kcal/mol above it.

=====

Arrangement w

118
Properties=species:S:1:pos:R:3 method="wB97M-V/def2-TZVPD" homo_lumo_gap_ev="6.09 / 6.74" spin_multiplicity=2 s2=0.756 total_charge=+2 e_homo_ev="-11.931 / -12.593"
Ir 0.02 0.26 0.45
N 0.68 -1.38 -3.56
C 0.76 -0.60 -2.50
N 0.07 -0.77 -1.40
C -0.79 -1.89 -1.32
N -1.37 -2.24 -0.22
N -1.10 -1.36 0.80
C -1.55 -1.54 1.98
C -1.17 -0.51 2.94
C -1.59 -0.56 4.25
C -1.22 0.46 5.12
C -0.44 1.49 4.64
C -0.04 1.47 3.31
N -0.40 0.51 2.46
C -1.00 -2.70 -2.51
C -1.94 -3.73 -2.56
C -2.09 -4.47 -3.72
C -1.30 -4.20 -4.83
C -0.36 -3.19 -4.81
C -0.23 -2.44 -3.64
H 1.25 -1.16 -4.36
H 1.45 0.23 -2.56
H -2.17 -2.39 2.23
H -2.20 -1.38 4.58
H -1.54 0.45 6.15
H -0.12 2.31 5.27
H 0.59 2.25 2.92
H -2.54 -3.94 -1.69
H -2.82 -5.27 -3.76
H -1.42 -4.79 -5.73
H 0.25 -2.97 -5.67
C 3.93 1.82 1.79
N 2.80 1.20 1.09
P 2.35 -0.46 1.09
C 3.74 -1.37 0.40
C 3.82 -1.53 -0.99
C 4.91 -2.19 -1.55
C 5.92 -2.68 -0.73
C 5.84 -2.52 0.64
C 4.75 -1.88 1.21
C 2.21 -1.12 2.77
C 2.54 -0.45 3.94
C 2.34 -1.07 5.17
C 1.83 -2.36 5.24
C 1.51 -3.03 4.06
C 1.69 -2.41 2.84
P 1.56 1.96 0.22
C 1.40 3.69 0.74
C 2.44 4.58 0.46
C 2.34 5.92 0.81
C 1.18 6.39 1.43
C 0.13 5.52 1.69
C 0.24 4.18 1.36
C 2.15 2.18 -1.47
C 3.44 1.87 -1.88
C 3.79 2.01 -3.22
C 2.87 2.48 -4.14
C 1.58 2.83 -3.72
C 1.22 2.68 -2.39
H 4.69 1.07 1.98
H 3.62 2.27 2.73
H 4.38 2.60 1.17
H 3.04 -1.15 -1.62
H 4.97 -2.32 -2.62
H 6.77 -3.19 -1.17
H 6.63 -2.91 1.28
H 4.69 -1.78 2.29
H 2.94 0.55 3.91
H 2.60 -0.54 6.08
H 1.70 -2.84 6.19
H 1.12 -4.04 4.11
H 1.44 -2.95 1.93
H 3.32 4.24 -0.06
H 3.15 6.60 0.59
H 1.10 7.43 1.69
H -0.77 5.88 2.15
H -0.59 3.52 1.55
H 4.16 1.49 -1.17
H 4.80 1.77 -3.54
H 3.15 2.61 -5.17
H 0.86 3.21 -4.44
H 0.22 2.93 -2.07
C -1.62 1.35 -0.07
Ge -3.38 0.81 -0.70
C -3.24 0.11 -2.52
C -4.26 -0.65 -3.10
C -4.17 -1.09 -4.41
C -3.07 -0.75 -5.19
C -2.06 0.04 -4.64
C -2.15 0.45 -3.32
C -4.48 2.41 -0.71
C -5.76 2.43 -0.16
C -6.54 3.58 -0.22
C -6.04 4.72 -0.84
C -4.77 4.71 -1.40
C -4.00 3.56 -1.34
C -4.15 -0.49 0.54
C -4.43 -1.81 0.22
C -4.95 -2.69 1.16
C -5.21 -2.25 2.45
C -4.95 -0.93 2.79
C -4.43 -0.06 1.84
H -1.63 2.36 0.34
H -5.15 -0.90 -2.52
H -4.97 -1.68 -4.84
H -3.01 -1.08 -6.22
H -1.22 0.34 -5.26
H -1.37 1.09 -2.91
H -6.16 1.55 0.32
H -7.53 3.59 0.21
H -6.65 5.61 -0.90
H -4.39 5.59 -1.89
H -3.01 3.56 -1.78
H -4.22 -2.18 -0.79
H -5.16 -3.72 0.89
H -5.63 -2.93 3.18
H -5.18 -0.57 3.79
H -4.24 0.98 2.12

=====

Arrangement x

118
Properties=species:S:1:pos:R:3 method="wB97M-V/def2-TZVPD" homo_lumo_gap_ev="4.02 / 4.47" spin_multiplicity=2 s2=0.850 total_charge=+2 e_homo_ev="-11.108 / -11.550"
Ir -0.19 -0.09 0.43
N 1.96 3.34 -0.98
C 1.11 2.83 0.06
N 1.22 1.40 0.11
C 2.46 0.88 0.00
N 2.66 -0.41 0.21
N 1.57 -1.07 0.46
C 1.52 -2.34 0.80
C 0.25 -2.86 1.14
C 0.06 -4.20 1.50
C -1.16 -4.60 2.00
C -2.17 -3.65 2.15
C -1.94 -2.36 1.72
N -0.79 -1.96 1.20
C 3.58 1.71 -0.39
C 4.91 1.28 -0.31
C 5.92 2.10 -0.78
C 5.61 3.31 -1.40
C 4.30 3.74 -1.50
C 3.28 2.96 -0.96
H 1.74 4.25 -1.34
H 0.07 3.07 -0.18
H 2.42 -2.93 0.90
H 0.88 -4.89 1.38
H -1.32 -5.63 2.28
H -3.11 -3.91 2.60
H -2.70 -1.60 1.83
H 5.12 0.33 0.15
H 6.95 1.79 -0.68
H 6.40 3.93 -1.81
H 4.06 4.68 -1.96
C -1.77 -0.62 -3.90
N -1.14 -0.33 -2.62
P -1.96 0.53 -1.38
C -3.73 0.20 -1.72
C -4.37 0.96 -2.70
C -5.68 0.71 -3.04
C -6.37 -0.31 -2.41
C -5.75 -1.07 -1.43
C -4.43 -0.82 -1.08
C -1.89 2.30 -1.81
C -0.92 2.84 -2.64
C -0.87 4.20 -2.86
C -1.79 5.04 -2.25
C -2.77 4.51 -1.42
C -2.81 3.15 -1.19
P 0.10 -1.36 -2.00
C -0.19 -2.98 -2.77
C -1.10 -3.84 -2.16
C -1.34 -5.09 -2.70
C -0.68 -5.48 -3.86
C 0.23 -4.63 -4.46
C 0.49 -3.38 -3.92
C 1.63 -0.80 -2.81
C 1.69 0.26 -3.71
C 2.91 0.67 -4.20
C 4.07 0.04 -3.80
C 4.02 -1.03 -2.92
C 2.80 -1.45 -2.42
H -2.12 0.31 -4.35
H -2.63 -1.30 -3.80
H -1.05 -1.08 -4.57
H -3.84 1.77 -3.19
H -6.16 1.30 -3.81
H -7.40 -0.51 -2.68
H -6.30 -1.86 -0.93
H -3.95 -1.41 -0.32
H -0.20 2.19 -3.11
H -0.12 4.61 -3.52
H -1.75 6.10 -2.42
H -3.50 5.15 -0.95
H -3.56 2.73 -0.53
H -1.61 -3.52 -1.26
H -2.04 -5.76 -2.22
H -0.86 -6.46 -4.27
H 0.75 -4.93 -5.36
H 1.20 -2.72 -4.39
H 0.77 0.73 -4.04
H 2.95 1.48 -4.91
H 5.03 0.38 -4.18
H 4.92 -1.55 -2.63
H 2.75 -2.29 -1.75
C -1.46 1.09 1.49
Ge -0.61 1.94 3.03
C -0.43 0.46 4.37
C -0.98 0.56 5.63
C -0.84 -0.49 6.53
C -0.15 -1.63 6.16
C 0.40 -1.73 4.89
C 0.26 -0.69 4.00
C 1.23 2.52 2.60
C 2.30 2.05 3.31
C 3.60 2.53 3.14
C 3.81 3.62 2.28
C 2.79 4.12 1.53
C 1.44 3.51 1.50
C -1.64 3.51 3.68
C -0.92 4.63 4.07
C -1.59 5.76 4.52
C -2.97 5.77 4.56
C -3.69 4.64 4.19
C -3.03 3.51 3.75
H -2.37 1.57 1.13
H -1.51 1.46 5.92
H -1.26 -0.40 7.51
H -0.05 -2.45 6.86
H 0.94 -2.62 4.60
H 0.69 -0.74 3.01
H 2.13 1.31 4.08
H 4.41 2.11 3.71
H 4.78 4.09 2.26
H 2.95 5.01 0.93
H 0.68 4.30 1.57
H 0.16 4.61 4.05
H -1.03 6.62 4.83
H -3.50 6.65 4.89
H -4.77 4.64 4.25
H -3.57 2.62 3.46

=====

The data favor arrangement w; the next most stable structure lies 128.4 kcal/mol above it.